Model w:
Entry from the OMol25 dataset: a 2-piece molecular cluster, C5H10NO overall (the ωB97M-V functional and the def2-TZVPD basis).

XYZ file:
```
17
Properties=species:S:1:pos:R:3:nbo_charge:R:1
C 0.61583 2.39009 -1.12007 -0.521
C 1.29574 1.45102 -1.54669 -0.092
C -0.12395 -1.13600 1.50301 -0.241
C -0.99519 0.09709 1.17567 -0.081
C -0.33788 -0.71599 -0.96003 0.239
N 0.19550 -1.69706 0.08252 -0.593
O -1.22206 0.01267 -0.21530 -0.475
H 0.83375 3.46970 -1.42756 0.257
H -0.37645 2.25220 -0.64772 0.234
H 2.21961 1.15137 -2.03348 0.217
H 0.73355 -0.98462 2.16878 0.258
H -0.78357 -1.79164 1.97629 0.229
H -1.98466 0.08059 1.63387 0.229
H -0.51976 1.03887 1.41494 0.213
H -0.50882 -0.97839 -1.95084 0.225
H 1.21363 -1.98419 -0.16849 0.465
H -0.25527 -2.65569 0.11510 0.438
```

Computed properties:
* 2S+1: 1
* Kohn-Sham gap (spin up / spin down): 7.95 / 9.08 eV
* LUMO level (spin up / spin down): -4.0 / -3.6 eV
* charge: +1
* HOMO (spin up / spin down): -11.919 / -12.635 eV


Model x:
Entry from the OMol25 dataset: a 2-piece molecular cluster, C5H10NO overall (the ωB97M-V functional and the def2-TZVPD basis).

XYZ file:
```
17
Properties=species:S:1:pos:R:3:nbo_charge:R:1
C -0.00322 0.42568 0.93094 0.345
C 1.62582 -1.45093 -0.12732 -0.186
C 2.11889 -0.01379 -0.50388 -0.230
C 0.02569 1.94301 0.85547 -0.693
C -2.87090 -1.44600 -0.68155 0.332
N 0.88618 -0.17772 0.25907 -0.275
O -1.95958 -0.86450 -0.17428 -0.566
H 1.22064 -2.16913 -0.84410 0.256
H 1.95223 -1.93725 0.74681 0.233
H 2.91680 0.57720 -0.08597 0.257
H 1.91868 0.13841 -1.62170 0.251
H -0.77295 2.27475 0.16236 0.279
H 1.02891 2.26733 0.50543 0.242
H -0.25649 2.43202 1.79828 0.268
H -3.14746 -2.48109 -0.47324 0.124
H -3.59714 -1.00901 -1.47995 0.121
H -0.47322 -0.17349 1.66022 0.241
```

Computed properties:
* 2S+1: 1
* Kohn-Sham gap: 10.00 eV
* LUMO level: -3.9 eV
* charge: +1
* HOMO: -13.876 eV


Stability ranking, top entry: model x; the second entry is 0.1099 hartree less favorable.


Model w:
Entry from the OMol25 dataset: a 2-piece molecular cluster, C5H10NO overall (the ωB97M-V functional and the def2-TZVPD basis).

XYZ file:
```
17
Properties=species:S:1:pos:R:3:nbo_charge:R:1
C -0.36136 -1.96850 -0.71779 -0.450
C -1.14831 -0.78922 2.83380 0.548
C -0.58846 -1.04354 0.18380 0.045
C 1.51528 0.41323 -0.17232 -0.366
C -0.65064 1.38941 -0.62450 -0.400
N 0.03443 0.25172 0.18075 -0.414
O -0.64970 0.23207 3.06380 -0.409
H 0.38594 -1.87165 -1.43221 0.207
H -0.89974 -2.85657 -0.75719 0.243
H -1.37139 -1.75427 3.25773 0.228
H 1.89882 -0.31800 0.48212 0.222
H 1.50185 0.07785 -1.15102 0.214
H 1.68236 1.37670 0.04491 0.215
H -0.33879 1.17054 -1.59438 0.216
H -1.68129 1.15384 -0.45863 0.236
H -0.36586 2.47308 -0.32610 0.248
H 0.11443 0.65378 1.07372 0.419
```

Computed properties:
* 2S+1: 1
* Kohn-Sham gap (spin up / spin down): 9.13 / 7.40 eV
* LUMO level (spin up / spin down): -4.5 / -5.2 eV
* charge: +1
* HOMO (spin up / spin down): -13.592 / -12.651 eV


Model x:
Entry from the OMol25 dataset: an isolated ion of composition C5H10NO and charge +1 (the ωB97M-V functional and the def2-TZVPD basis).

XYZ file:
```
17
Properties=species:S:1:pos:R:3:nbo_charge:R:1
N -1.11766 2.25351 1.21318 -0.697
C -1.51826 1.01221 0.44921 -0.091
C -0.47679 0.38009 -0.11768 -0.137
C -0.36173 -1.13011 -0.17153 -0.471
C 0.97679 -1.73756 -0.73439 -0.503
C 2.19011 -0.89545 -0.69333 0.440
O 2.24221 0.31514 -0.59326 -0.539
H -0.29949 2.63557 0.73258 0.450
H -1.83250 3.02157 1.22627 0.452
H -0.75803 1.95615 2.12347 0.455
H -2.52367 0.58500 0.64452 0.241
H -0.04467 0.82093 -1.02107 0.261
H -0.47423 -1.59781 0.81539 0.234
H -1.07922 -1.63565 -0.86174 0.263
H 1.07952 -2.69658 -0.23288 0.255
H 0.88321 -1.86058 -1.83313 0.252
H 3.11440 -1.42644 -0.94564 0.136
```

Computed properties:
* 2S+1: 1
* Kohn-Sham gap: 8.42 eV
* LUMO level: -4.5 eV
* charge: +1
* HOMO: -12.929 eV
* SMILES string: [NH3+]/C=C/CCC=O


Model y:
Entry from the OMol25 dataset: a 2-piece molecular cluster, C5H10NO overall (the ωB97M-V functional and the def2-TZVPD basis).

XYZ file:
```
17
Properties=species:S:1:pos:R:3:nbo_charge:R:1
C 0.34181 2.34423 -0.43149 -0.075
C -3.27943 0.43063 0.84061 0.335
C 0.41086 1.16002 -0.21817 0.069
C 1.39556 -0.70212 -1.43663 -0.444
C 0.87326 -0.77742 0.90317 -0.416
N 0.50862 -0.25315 -0.38102 -0.402
O -2.17893 -0.03303 0.82658 -0.581
H 0.10809 3.33439 -0.35972 0.254
H -3.93703 0.39050 1.71392 0.138
H -3.78162 0.87208 -0.08937 0.123
H 2.43468 -0.61514 -1.27860 0.252
H 1.23328 -1.80036 -1.53684 0.237
H 1.24981 -0.39738 -2.51334 0.270
H 1.76348 -0.17940 1.23263 0.240
H 0.10544 -0.51748 1.62355 0.267
H 1.07728 -1.85658 0.70314 0.236
H -0.53299 -0.55098 -0.52350 0.498
```

Computed properties:
* 2S+1: 1
* Kohn-Sham gap: 11.12 eV
* LUMO level: -3.1 eV
* charge: +1
* HOMO: -14.220 eV


Stability ranking, top entry: model x; the second entry is 0.0415 hartree less favorable.